Record 1
Density functional theory data (ωB97M-V with the def2-TZVPD basis set) for a structure of composition C16H33NO4P2ReS in a non-equilibrium geometry.

```
58
C16H33NO4P2ReS | the OMol25 dataset | ωB97M-V with the def2-TZVPD basis set
Re 0.434 -0.559 -0.760
P -0.925 -1.357 -2.186
P 1.942 1.051 1.752
N 1.185 0.576 -1.825
H -2.870 -0.958 2.625
C -2.612 -0.618 -2.465
H -3.184 -1.285 -3.119
H -2.480 0.357 -2.947
H -3.137 -0.471 -1.516
C -1.451 -3.117 -2.034
H -2.076 -3.380 -2.890
H -2.009 -3.227 -1.101
H -0.565 -3.753 -1.993
C -0.361 -1.286 -3.952
H -1.067 -1.850 -4.570
H 0.648 -1.707 -4.033
H -0.335 -0.230 -4.253
C 1.474 2.574 2.549
H 2.380 2.971 3.029
H 0.694 2.418 3.310
H 1.121 3.311 1.819
C 2.382 -0.094 3.040
H 2.935 0.447 3.816
H 3.012 -0.869 2.589
H 1.472 -0.539 3.469
C 3.327 1.460 0.696
H 4.110 1.914 1.319
H 3.011 2.171 -0.085
H 3.703 0.546 0.214
C 1.909 1.247 -2.672
C 2.283 3.116 -4.223
C 1.503 2.521 -3.264
C 3.165 0.689 -3.145
C 3.885 1.361 -4.109
C 3.479 2.558 -4.658
H 1.922 4.076 -4.645
H 0.540 2.939 -2.927
H 3.487 -0.285 -2.752
H 4.841 0.900 -4.454
H 4.077 3.065 -5.398
C -2.109 -1.519 1.817
O -1.290 -1.180 0.898
C -3.557 -1.352 1.504
H -4.209 -2.164 1.796
H -3.651 -1.205 0.384
H -4.022 -0.353 1.420
C -1.866 -2.784 2.481
H -2.316 -2.692 3.507
H -0.759 -3.035 2.532
H -2.326 -3.683 2.009
C -3.112 0.361 4.876
S -1.560 0.441 3.896
O -1.045 1.761 4.219
O -0.702 -0.693 4.308
O 0.879 0.341 0.925
H -2.886 0.697 5.895
H -3.482 -0.667 4.870
H -3.833 1.042 4.407
```

E_HOMO (alpha / beta): -6.1 / -6.7 eV
HOMO-LUMO gap (alpha / beta): 6.23 / 5.80 eV
Maximum force: 0.11052 hartree/bohr
<S²>: 3.794
Spin multiplicity: 4
Energy above the lowest of the compared OMol25 structures with the same formula, charge and spin: 1.429 eV
Electronic energy: -2144.0783 Eh

---

Record 2
Density functional theory data (ωB97M-V with the def2-TZVPD basis set) for a cluster of 2 separate species, C6H9IN2 in total in a non-equilibrium geometry.

```
18
C6H9IN2 | the OMol25 dataset | ωB97M-V with the def2-TZVPD basis set
C -0.760 1.591 -0.305
C -0.196 0.410 0.151
C 0.677 0.753 1.287
C 1.466 -0.022 2.338
C -1.378 -1.941 -1.798
C -0.084 -1.392 -1.371
N 0.544 2.042 1.554
N -0.328 2.539 0.626
I 1.125 -0.462 -2.937
H -1.496 1.957 -0.934
H 1.897 0.807 2.940
H 1.122 -0.790 2.955
H 2.359 -0.379 1.737
H -1.176 -3.009 -2.351
H -2.036 -1.413 -2.562
H -2.030 -2.293 -0.934
H 0.639 -1.964 -0.869
H -0.345 3.567 0.474
```

E_HOMO (alpha / beta): -8.7 / -8.7 eV
HOMO-LUMO gap (alpha / beta): 8.68 / 8.68 eV
Maximum force: 0.09324 hartree/bohr
Energy above the lowest of the compared OMol25 structures with the same formula, charge and spin: 3.448 eV
Electronic energy: -641.0567 Eh

---

Record 3
Density functional theory data (ωB97M-V with the def2-TZVPD basis set) for a structure of composition C2F2IO3S in a non-equilibrium geometry.

```
9
C2F2IO3S | the OMol25 dataset | ωB97M-V with the def2-TZVPD basis set
C -3.454 0.432 -0.023
C -0.559 -0.708 0.083
O 2.815 1.057 1.189
O 3.265 0.673 -1.189
O -0.284 0.410 0.003
F -3.013 -0.293 -0.961
F -2.991 -0.196 1.040
S 2.296 0.649 -0.067
I 1.925 -2.024 -0.076
```

E_HOMO: -4.3 eV
HOMO-LUMO gap: 6.87 eV
Net charge: -1
Maximum force: 0.07417 hartree/bohr
Energy above the lowest of the compared OMol25 structures with the same formula, charge and spin: 0.638 eV
Electronic energy: -1197.5306 Eh

---

Record 4
Density functional theory data (ωB97M-V with the def2-TZVPD basis set) for a cluster of 2 separate species, C4H3ClN2O in total in a non-equilibrium geometry.

```
11
C4H3ClN2O | the OMol25 dataset | ωB97M-V with the def2-TZVPD basis set
C 0.939 -0.626 -0.839
C 0.734 2.077 1.518
C -1.204 -1.447 -1.003
C -0.076 -1.468 -0.276
N 1.639 0.201 -1.231
N -0.125 2.240 0.720
O 1.333 2.108 2.480
Cl 0.343 -1.862 1.314
H -1.287 -1.049 -1.958
H -2.055 -1.926 -0.628
H -0.242 1.752 -0.097
```

E_HOMO: -10.7 eV
HOMO-LUMO gap: 10.44 eV
Maximum force: 0.07410 hartree/bohr
Structure (SMILES): C=C(Cl)C#N.N=C=O
Energy above the lowest of the compared OMol25 structures with the same formula, charge and spin: 1.806 eV
Electronic energy: -799.1107 Eh

---

What is the formula in the third record? C2F2IO3S

---

Which of these has the lowest energy above the lowest of the compared OMol25 structures with the same formula, charge and spin? C2F2IO3S

---

What is the formula in the fourth record? C4H3ClN2O

---

What is the electronic energy in the third record? -1197.5306 Eh